1.
A structure of composition C13H24HgN4O5S2 in a non-equilibrium geometry, computed with ωB97M-V/def2-TZVPD.

The geometry in XYZ format:
```
49
Properties=species:S:1:pos:R:3
O -1.101 4.619 -0.547
H -1.706 5.316 -0.246
Hg -0.762 1.370 -0.061
N 1.033 0.120 -0.425
N 1.249 2.733 -0.018
O 0.908 -1.201 -0.746
O 1.437 4.083 -0.044
C 2.246 0.652 -0.546
C 2.358 2.062 -0.248
C 3.447 -0.126 -0.964
C 3.616 2.853 -0.259
H 3.164 -1.127 -1.305
H 4.157 -0.226 -0.130
H 3.972 0.387 -1.782
H 3.713 3.433 0.667
H 3.630 3.564 -1.096
H 4.487 2.200 -0.348
H 0.409 -1.686 0.116
H 0.500 4.435 -0.175
O -0.409 0.578 2.413
H 0.482 0.261 2.669
H -0.783 0.980 3.219
C -1.847 3.402 -0.876
H -2.008 2.802 0.063
H -1.307 2.940 -1.712
H -2.847 3.632 -1.259
O -0.740 -2.669 -3.058
H -0.056 -2.254 -2.495
H -0.320 -2.747 -3.930
C -3.039 -0.213 -2.410
C -3.105 -0.975 -1.145
N -2.164 -0.998 -0.245
C -2.414 -1.938 0.747
C -3.668 -2.528 0.654
S -4.477 -2.020 -0.774
C -1.385 -2.288 1.687
C -1.556 -2.772 2.971
S -0.043 -3.206 3.669
C 0.755 -2.790 2.186
N -0.057 -2.286 1.287
C 2.208 -2.998 1.988
H -3.991 -0.333 -2.937
H -2.885 0.854 -2.196
H -2.225 -0.618 -3.025
H -4.057 -3.246 1.367
H -2.520 -2.864 3.455
H 2.488 -3.951 2.451
H 2.450 -3.028 0.920
H 2.762 -2.184 2.475
```

## Properties
- HOMO (spin up / spin down): -4.3007 / -5.0929 eV
- Orbital gap (spin up / spin down): 0.1628 / 0.1979 hartree
- ΔE to the lowest compared entry with this formula, charge and spin: 168.54 kJ/mol



2.
A cluster of 3 separate species, C6H12O2 in total in a non-equilibrium geometry, computed with ωB97M-V/def2-TZVPD.

The geometry in XYZ format:
```
20
Properties=species:S:1:pos:R:3
C -0.048 -2.026 -0.011
C 0.730 -0.943 -0.157
C 0.469 0.215 -1.033
C -0.660 0.294 -1.729
C 1.593 1.189 -1.179
C 2.581 1.424 -0.328
H 0.322 -2.849 0.580
H -0.959 -2.245 -0.548
H 1.571 -0.953 0.519
H -0.826 0.850 -2.647
H -1.524 -0.339 -1.562
H 1.453 1.913 -1.980
H 3.341 2.156 -0.563
H 2.789 0.833 0.559
O -0.886 1.042 2.312
H -0.620 1.357 1.444
H -0.619 1.704 2.967
O -2.717 -1.130 0.845
H -2.703 -2.009 1.270
H -1.789 -0.814 0.943
```

## Properties
- HOMO: -8.8371 eV
- Orbital gap: 0.3373 hartree
- ΔE to the lowest compared entry with this formula, charge and spin: 288.63 kJ/mol



3.
A structure of composition C40H48ClFN9O4PTi in a non-equilibrium geometry, computed with ωB97M-V/def2-TZVPD.

The geometry in XYZ format:
```
105
Properties=species:S:1:pos:R:3
Ti 9.473 9.761 12.371
N 11.610 7.432 15.574
C 10.422 7.795 15.027
N 10.650 8.311 13.839
C 12.022 8.268 13.738
N 12.619 7.723 14.774
C 12.751 8.716 12.551
C 14.040 8.266 12.261
N 14.672 8.564 11.148
C 13.954 9.329 10.276
C 12.746 9.859 10.589
N 12.123 9.564 11.730
H 11.698 6.948 16.479
H 9.452 7.722 15.495
H 14.469 7.697 13.064
H 14.446 9.602 9.352
H 12.237 10.521 9.893
O 9.167 12.765 15.046
C 9.913 11.827 14.877
O 9.944 11.031 13.847
C 11.043 11.576 15.928
C 10.755 11.863 17.238
C 11.709 11.645 18.223
C 12.994 11.329 17.820
C 13.210 11.244 16.437
N 12.268 11.247 15.443
H 9.680 12.076 17.491
H 11.498 11.816 19.292
H 13.778 11.311 18.557
H 14.216 10.978 16.089
F 5.310 7.963 16.781
C 6.165 8.287 15.824
C 6.754 7.330 14.993
C 7.660 7.720 13.972
C 7.964 9.025 13.700
C 7.361 9.991 14.548
C 6.422 9.613 15.580
H 6.581 6.273 15.125
H 8.219 6.929 13.434
H 7.613 11.018 14.547
H 6.056 10.377 16.177
O 9.562 8.028 11.483
N 9.906 8.296 10.194
C 10.302 7.285 9.460
C 10.545 5.991 10.062
N 10.899 4.976 10.505
C 10.764 7.483 8.106
N 11.072 7.581 7.001
O 9.696 11.392 11.227
P 9.518 12.732 10.508
C 8.552 13.896 11.528
C 8.089 15.158 10.839
C 6.757 15.039 10.002
C 5.670 14.469 10.824
C 6.110 13.104 11.416
C 7.371 13.198 12.257
C 8.895 12.394 8.832
C 9.373 11.120 8.120
C 10.630 11.278 7.297
C 10.513 12.478 6.230
C 10.205 13.767 7.010
C 8.934 13.570 7.860
C 11.212 13.536 10.436
C 11.539 15.011 10.084
C 11.550 15.874 11.347
C 12.475 15.306 12.479
C 11.979 13.923 12.881
C 12.022 12.977 11.644
H 9.147 14.139 12.356
H 8.891 15.540 10.155
H 7.985 15.906 11.690
H 7.010 14.381 9.167
H 6.535 16.048 9.640
H 4.736 14.332 10.207
H 5.517 15.253 11.594
H 6.232 12.386 10.607
H 5.339 12.722 12.035
H 7.706 12.244 12.675
H 7.144 13.883 13.064
H 7.847 12.216 9.031
H 8.670 10.794 7.393
H 9.595 10.336 8.856
H 10.829 10.314 6.853
H 11.523 11.390 7.942
H 9.746 12.320 5.528
H 11.471 12.563 5.727
H 10.097 14.623 6.371
H 10.998 14.034 7.730
H 8.080 13.453 7.176
H 8.800 14.540 8.306
H 11.602 12.890 9.633
H 10.859 15.384 9.319
H 12.514 14.952 9.643
H 10.586 16.147 11.785
H 11.953 16.865 11.006
H 12.534 16.053 13.313
H 13.480 15.201 12.049
H 10.956 13.970 13.300
H 12.600 13.578 13.734
H 11.744 11.968 11.893
H 13.064 13.025 11.308
Cl 6.477 8.436 11.231
C 7.564 9.848 11.284
H 7.061 10.675 11.638
H 7.836 10.002 10.228
```

## Properties
- HOMO: -8.2296 eV
- Orbital gap: 0.2825 hartree



4.
A structure of composition C13H29HgN3O4 in a non-equilibrium geometry, computed with ωB97M-V/def2-TZVPD.

The geometry in XYZ format:
```
50
Properties=species:S:1:pos:R:3
Hg -0.311 -2.089 -0.289
C 1.923 0.795 -0.531
C 2.791 -0.097 -1.422
O 2.220 -1.386 -1.556
C 3.047 -2.477 -1.208
C 3.333 -2.607 0.293
O 2.148 -2.844 1.019
C 2.275 -2.575 2.397
C 0.899 -2.374 3.042
O 0.165 -1.285 2.526
C 0.661 0.007 2.833
C 0.835 0.816 1.550
O 1.818 0.210 0.745
H 2.373 1.797 -0.463
H 0.921 0.888 -0.979
H 2.851 0.354 -2.421
H 3.798 -0.160 -1.002
H 2.509 -3.361 -1.557
H 4.004 -2.399 -1.738
H 4.029 -3.445 0.437
H 3.806 -1.684 0.650
H 2.769 -3.424 2.891
H 2.887 -1.675 2.543
H 0.279 -3.251 2.842
H 1.036 -2.264 4.125
H -0.073 0.515 3.472
H 1.613 -0.052 3.367
H -0.124 0.823 1.010
H 1.118 1.852 1.790
C -1.778 2.712 -2.479
N -1.889 1.312 -2.140
C -1.291 0.356 -3.045
C -2.460 0.883 -1.013
N -2.402 -0.355 -0.656
N -3.183 1.845 -0.272
C -4.561 1.990 -0.701
C -2.959 1.876 1.160
H -0.735 2.965 -2.685
H -2.130 3.316 -1.646
H -2.371 2.947 -3.365
H -1.303 0.756 -4.056
H -1.871 -0.569 -3.008
H -0.257 0.129 -2.762
H -2.968 -0.597 0.148
H -4.605 2.001 -1.788
H -4.955 2.933 -0.325
H -5.193 1.172 -0.336
H -1.924 2.162 1.345
H -3.152 0.925 1.666
H -3.613 2.633 1.590
```

## Properties
- HOMO (spin up / spin down): -11.4895 / -11.7772 eV
- 2S+1: 2
- Orbital gap (spin up / spin down): 0.3532 / 0.2282 hartree
- ΔE to the lowest compared entry with this formula, charge and spin: 69.49 kJ/mol
- Net charge: +1
- ⟨S²⟩: 0.755



5.
A structure of composition C2Cl4NO3 in a non-equilibrium geometry, computed with ωB97M-V/def2-TZVPD.

The geometry in XYZ format:
```
10
Properties=species:S:1:pos:R:3
C 3.544 1.221 -0.430
C -1.823 -1.432 0.377
N -0.525 -1.788 0.546
O 3.858 2.073 0.281
O 3.292 0.317 -1.118
O 0.536 -1.006 0.390
Cl -2.941 -2.658 0.508
Cl -2.446 0.164 -0.028
Cl -4.164 2.165 -0.715
Cl 0.668 0.944 0.189
```

## Properties
- HOMO: -4.3861 eV
- Orbital gap: 0.1951 hartree
- Net charge: -1



6.
A cluster of 10 separate species, C39H60O30 in total in a non-equilibrium geometry, computed with ωB97M-V/def2-TZVPD.

The geometry in XYZ format:
```
129
Properties=species:S:1:pos:R:3
C -1.751 -2.299 -3.526
C -3.145 -1.671 -3.630
C -4.286 -2.670 -3.264
O -4.790 -2.098 -2.072
C -4.239 -0.899 -1.792
O -4.600 -0.235 -0.882
O -3.270 -0.619 -2.685
H -0.973 -1.580 -3.267
H -1.441 -2.764 -4.460
H -1.747 -3.012 -2.696
H -3.239 -1.311 -4.655
H -3.918 -3.671 -3.058
H -5.027 -2.651 -4.061
C 3.820 2.091 5.811
C 2.832 2.667 4.848
C 3.348 3.825 3.974
O 3.966 3.145 2.885
C 3.381 1.925 2.776
O 3.544 1.184 1.857
O 2.535 1.726 3.785
H 4.267 2.827 6.481
H 4.578 1.473 5.335
H 3.277 1.462 6.522
H 1.873 2.915 5.290
H 4.017 4.458 4.550
H 2.506 4.400 3.585
C -2.472 0.656 5.108
C -2.327 2.131 4.785
C -0.928 2.655 5.186
O -0.405 3.199 3.976
C -1.261 2.987 2.947
O -1.041 3.428 1.860
O -2.346 2.339 3.364
H -1.652 0.028 4.766
H -3.417 0.254 4.742
H -2.535 0.604 6.201
H -3.149 2.662 5.260
H -0.282 1.830 5.494
H -0.938 3.415 5.966
C 0.977 2.855 -7.782
C 1.396 3.750 -6.655
C 0.168 4.365 -5.943
O 0.385 4.122 -4.557
C 1.401 3.228 -4.414
O 1.763 2.844 -3.347
O 1.966 2.957 -5.582
H 0.372 3.370 -8.526
H 0.420 1.995 -7.405
H 1.818 2.378 -8.292
H 2.147 4.491 -6.915
H -0.791 3.936 -6.225
H 0.176 5.436 -6.151
C 0.349 4.646 -0.474
C 1.607 4.590 0.355
C 2.742 3.808 -0.300
O 3.891 4.613 -0.062
C 3.517 5.812 0.426
O 4.278 6.678 0.718
O 2.174 5.906 0.530
H 0.513 5.230 -1.386
H -0.488 5.127 0.026
H 0.020 3.661 -0.795
H 1.327 4.228 1.347
H 2.592 3.531 -1.341
H 2.833 2.851 0.222
C 0.141 -6.163 -0.991
C -1.152 -6.179 -0.223
C -1.639 -4.807 0.263
O -3.017 -4.746 -0.088
C -3.316 -5.750 -0.929
O -4.377 -5.927 -1.438
O -2.226 -6.506 -1.169
H 0.326 -7.155 -1.399
H 0.915 -5.888 -0.270
H 0.123 -5.468 -1.826
H -1.230 -6.935 0.555
H -1.169 -3.954 -0.219
H -1.541 -4.757 1.346
C 1.869 -0.229 -1.601
C 1.107 -0.094 -0.312
C 0.038 1.029 -0.374
O -1.125 0.407 0.159
C -0.944 -0.922 0.251
O -1.830 -1.701 0.418
O 0.326 -1.260 -0.034
H 1.204 -0.438 -2.449
H 2.658 -0.977 -1.606
H 2.239 0.754 -1.909
H 1.797 0.141 0.501
H -0.154 1.373 -1.388
H 0.383 1.819 0.288
C 2.311 -2.388 2.355
C 2.072 -2.551 3.838
C 3.306 -2.722 4.726
O 2.922 -1.979 5.898
C 1.928 -1.128 5.587
O 1.540 -0.236 6.267
O 1.410 -1.423 4.370
H 2.968 -1.543 2.136
H 1.340 -2.163 1.917
H 2.740 -3.297 1.937
H 1.490 -3.474 3.961
H 4.195 -2.280 4.270
H 3.510 -3.742 5.030
C -5.894 -3.440 0.920
C -4.901 -3.090 2.008
C -4.702 -1.597 2.298
O -4.713 -1.543 3.737
C -5.126 -2.715 4.249
O -5.292 -2.928 5.410
O -5.440 -3.574 3.258
H -5.504 -3.132 -0.047
H -6.838 -2.966 1.189
H -6.059 -4.514 0.830
H -3.956 -3.603 1.835
H -5.516 -0.956 1.960
H -3.764 -1.230 1.891
C 4.242 0.629 -4.618
O 2.971 0.036 -4.837
C 2.876 -1.097 -5.542
O 3.794 -1.790 -5.868
O 1.608 -1.401 -5.836
C 0.532 -0.579 -5.531
H 4.916 0.695 -5.470
H 4.729 0.032 -3.843
H 4.055 1.618 -4.213
H 0.631 0.044 -4.639
H -0.443 -1.050 -5.466
H 0.332 0.189 -6.295
```

## Properties
- HOMO: -10.3363 eV
- Orbital gap: 0.3839 hartree
- ΔE to the lowest compared entry with this formula, charge and spin: 0.00 kJ/mol